Here is C15H23IN5V as an isolated structure from the Open Molecules 2025 dataset. Energies are from ωB97M-V/def2-TZVPD.

Output
- HOMO energy (alpha / beta) (eV) = -9.7 / -8.9
- largest force on an atom (eV/A) = 0.351
- spin multiplicity = 2
- charge = +1
- total energy (eV) = -57161.914
- Kohn-Sham gap (alpha / beta) (hartree) = 0.2631 / 0.2347
- LUMO level (alpha / beta) (eV) = -2.52 / -2.53

```
45
Properties=species:S:1:pos:R:3:mulliken_charge:R:1
V 0.08 0.75 0.14 0.46
N -1.40 -1.06 0.21 -0.27
C -2.87 -0.92 0.10 -0.99
C -3.29 -0.09 -1.11 -0.35
C -3.65 1.37 -0.83 -0.82
C -2.51 2.33 -0.53 -0.54
N -1.73 1.92 0.68 -0.49
H -1.09 -1.63 -0.57 0.23
H -1.18 -1.60 1.04 0.22
H -3.24 -0.47 1.02 0.46
H -3.33 -1.91 0.04 0.43
H -4.18 -0.56 -1.55 0.30
H -2.51 -0.15 -1.88 0.27
H -4.37 1.41 -0.01 0.33
H -4.17 1.77 -1.70 0.39
H -2.92 3.33 -0.40 0.45
H -1.81 2.37 -1.38 0.21
H -2.38 1.59 1.38 0.24
H -1.29 2.75 1.06 0.33
N 2.30 -1.71 0.23 0.09
C 1.98 -1.22 1.49 0.56
C 2.70 -1.75 2.58 -0.85
C 2.42 -1.31 3.84 -0.47
C 1.43 -0.35 4.03 -0.79
C 0.77 0.12 2.93 -0.38
N 1.03 -0.30 1.67 0.42
C 1.99 -1.33 -1.06 0.64
C 2.73 -1.93 -2.09 -0.85
C 2.48 -1.58 -3.39 -0.50
C 1.48 -0.64 -3.67 -0.82
C 0.80 -0.11 -2.62 -0.40
N 1.03 -0.44 -1.32 0.41
H 3.05 -2.38 0.26 0.15
H 3.47 -2.49 2.40 0.42
H 2.97 -1.71 4.69 0.42
H 1.18 0.03 5.02 0.44
H 0.00 0.87 3.02 0.30
H 3.50 -2.65 -1.85 0.43
H 3.05 -2.03 -4.20 0.42
H 1.26 -0.33 -4.68 0.45
H 0.02 0.63 -2.78 0.26
I 3.15 2.07 -0.10 -0.07
C 1.07 2.67 -0.02 -1.23
H 0.94 3.29 -0.92 0.51
H 1.04 3.35 0.84 0.55
```